## a
{"formula": "C2H3N3O2S", "method": "ωB97M-V with the def2-TZVPD basis set", "elements": ["O", "N", "C", "N", "C", "S", "N", "O", "H", "H", "H"], "coordinates": [[-1.95, 2.21, 0.68], [-2.10, 1.15, -0.21], [-1.08, 0.42, -0.23], [0.12, 0.51, 0.45], [0.81, -0.49, 0.03], [2.42, -0.95, 0.53], [0.21, -1.21, -1.00], [-1.09, -0.68, -1.08], [-2.78, 2.65, 0.59], [2.43, -0.10, 1.58], [0.09, -2.21, -0.83]], "spin_multiplicity": 1, "homo_energy_ev": -8.5, "orbital_gap_ev": 8.95, "e_lumo_ev": 0.4416}

***

## b
{"formula": "C2H3N3O2S", "method": "ωB97M-V with the def2-TZVPD basis set", "elements": ["O", "N", "C", "C", "N", "O", "N", "S", "H", "H", "H"], "coordinates": [[-2.23, -0.89, -0.16], [-0.89, -1.16, 0.12], [-0.22, -0.07, 0.08], [-0.61, 1.30, -0.21], [0.42, 2.08, -0.22], [1.52, 1.38, 0.08], [1.15, 0.01, 0.36], [2.25, -1.11, -0.31], [-2.64, -1.78, -0.12], [-1.58, 1.66, -0.45], [2.84, -1.42, 0.84]], "spin_multiplicity": 1, "homo_energy_ev": -8.7, "orbital_gap_ev": 8.86, "e_lumo_ev": 0.2003}

***

Which is most stable, and by how much? a, by 41.4 kcal/mol.

***

## a
{"formula": "C2H11N2O2", "method": "ωB97M-V with the def2-TZVPD basis set", "elements": ["C", "C", "N", "N", "H", "H", "H", "H", "H", "H", "H", "H", "H", "O", "H", "H", "O"], "coordinates": [[0.17, -0.32, 0.01], [0.58, 0.94, -0.33], [1.70, 0.91, -1.38], [0.13, -1.33, -1.02], [-0.18, -0.65, 0.99], [0.44, 1.93, 0.07], [1.31, 0.38, -2.15], [1.98, 1.86, -1.57], [2.50, 0.30, -1.08], [-0.73, -1.28, -1.56], [0.36, -2.26, -0.74], [-0.91, 2.86, 2.60], [-1.61, 3.84, 1.63], [-0.76, 3.46, 1.87], [-1.79, -4.18, 0.43], [-1.73, -3.17, 1.58], [-1.46, -3.29, 0.65]], "spin_multiplicity": 2, "homo_energy_ev": [-3.7, -7.2], "orbital_gap_ev": [4.60, 7.97], "e_lumo_ev": [0.8825, 0.7901]}

***

## b
{"formula": "C2H11N2O2", "method": "ωB97M-V with the def2-TZVPD basis set", "elements": ["C", "N", "C", "N", "H", "H", "H", "H", "H", "H", "H", "H", "H", "O", "H", "H", "O"], "coordinates": [[-0.34, -1.11, 0.07], [0.40, 0.14, 0.34], [-0.21, 1.31, 0.65], [0.40, 2.56, 0.74], [-0.76, -1.51, 1.00], [0.39, -1.73, -0.44], [-1.14, -0.70, -0.56], [1.36, 0.20, 0.03], [-1.29, 1.25, 0.76], [1.08, 2.67, 1.47], [0.35, 3.17, -0.06], [-3.52, -1.12, -1.40], [-3.19, 0.40, -1.81], [-2.93, -0.38, -1.31], [3.68, -1.68, -0.37], [2.90, -1.90, 0.88], [2.80, -1.56, -0.01]], "spin_multiplicity": 2, "homo_energy_ev": [-4.7, -8.4], "orbital_gap_ev": [5.43, 9.11], "e_lumo_ev": [0.7507, 0.7323]}

***

Which is most stable, and by how much? b, by 38.5 kcal/mol.

***

## a
{"formula": "C2H10N2O3", "method": "ωB97M-V with the def2-TZVPD basis set", "elements": ["N", "C", "C", "N", "O", "H", "H", "H", "H", "H", "H", "H", "H", "O", "H", "H", "O"], "coordinates": [[-0.61, 1.65, 3.21], [1.65, -1.20, -0.03], [1.09, -1.15, -1.33], [0.87, 0.06, -1.94], [0.76, -2.10, -2.00], [-1.14, 1.86, 4.06], [-1.08, 1.74, 2.33], [1.66, -2.21, 0.43], [2.36, -0.47, 0.28], [1.21, 0.86, -1.44], [0.83, 0.11, -2.90], [-2.44, 2.23, 0.17], [0.16, 2.32, 3.12], [-1.69, 2.03, 0.69], [-1.55, 0.55, 0.48], [-0.31, -0.61, 0.49], [-1.32, -0.46, 0.34]], "spin_multiplicity": 1, "homo_energy_ev": -8.6, "orbital_gap_ev": 3.49, "e_lumo_ev": -5.1620}

***

## b
{"formula": "C2H10N2O3", "method": "ωB97M-V with the def2-TZVPD basis set", "elements": ["N", "C", "N", "C", "O", "H", "H", "H", "H", "H", "H", "O", "H", "H", "O", "H", "H"], "coordinates": [[-0.14, -1.87, -0.36], [-1.09, -0.76, -0.41], [-0.59, 0.34, 0.37], [-0.64, 0.30, 1.73], [-0.93, -0.68, 2.38], [-0.43, -2.63, -0.95], [-0.10, -2.24, 0.58], [-2.05, -1.02, 0.02], [-1.23, -0.46, -1.45], [-0.21, 1.13, -0.13], [-0.50, 1.30, 2.16], [0.32, 2.16, -2.03], [1.22, 1.88, -1.75], [0.10, 1.89, -2.90], [2.33, 0.19, -0.77], [2.39, 0.34, 0.16], [1.66, -0.49, -0.93]], "spin_multiplicity": 1, "homo_energy_ev": -10.0, "orbital_gap_ev": 10.72, "e_lumo_ev": 0.6837}

***

Which is most stable, and by how much? b, by 169.9 kcal/mol.